(1)
The following is a DFT calculation (ωB97M-V/def2-TZVPD) of the molecule C7H5NOS at a distorted geometry.

Last column: Mulliken charge in e.
Geometry (Å):
C1 -1.8166 1.2104 -2.1972  -1.162
C2 -0.4212 0.6099 -2.2337  0.673
C3 0.1169 0.0714 -0.8293  0.293
C4 1.2847 -0.6051 -0.6606  -0.421
C5 1.5363 -0.9025 0.6552  -1.000
C6 0.5188 -0.5819 1.4432  0.422
C7 0.4215 -0.7476 2.8543  0.151
H1 -1.9835 1.9921 -1.5620  0.414
H2 -1.8342 1.5253 -3.4628  0.282
H3 -2.5574 0.2391 -1.8240  0.286
H4 1.8776 -0.7531 -1.5431  0.463
H5 2.1991 -1.4311 0.9030  0.757
N1 0.2330 -0.8687 4.0622  -0.496
O1 0.3613 0.5758 -3.1708  -0.543
S1 -0.7541 0.3484 0.6392  -0.119

Calculated values
* charge: 0
* Kohn-Sham gap: 8.9 eV
* M: 151.2 g/mol
* multiplicity: 1
* energy above the lowest of the compared OMol25 structures with the same formula, charge and spin: 428.7 kJ/mol


(2)
The following is a DFT calculation (ωB97M-V/def2-TZVPD) of C34H51BrN2NiP2 as an isolated structure at a distorted geometry.

Last column: Mulliken charge in e.
Geometry (Å):
C1 -0.5035 6.6356 -5.7303  -0.279
C2 -0.6664 5.2472 -6.0511  0.302
C3 -0.9757 4.9347 -7.3762  -0.568
C4 -1.1235 5.9699 -8.3161  -0.315
N1 -0.9734 7.2382 -7.9823  -0.532
C5 -0.6661 7.5857 -6.7334  -0.393
C6 -0.5101 4.1795 -5.0817  0.306
C7 -0.3951 3.6678 -3.9729  -0.780
C8 -0.5836 3.1031 -2.7223  0.855
C9 0.2170 3.1739 -1.5758  -1.413
C10 0.2747 1.9986 -0.8005  -1.091
C11 -0.7516 1.0277 -0.8896  2.634
C12 -1.1332 0.8038 -2.3004  1.026
C13 -1.4740 2.0325 -2.9103  -0.487
Ni1 -0.0455 0.0022 -4.0971  0.045
P1 1.5588 -0.9225 -1.5333  1.885
H1 -1.0796 3.9045 -7.6942  0.408
H2 -0.2240 6.9492 -4.7269  0.397
H3 -1.3628 5.7449 -9.3575  0.353
H4 -0.5378 8.6515 -6.5247  0.371
H5 -2.3529 2.1797 -3.5561  0.580
H6 0.7340 4.1174 -1.3329  0.530
H7 -1.4552 -0.1837 -2.7418  -1.343
H8 1.1021 1.9301 -0.0862  1.091
C14 2.1984 -2.5057 -0.7443  -0.709
C15 3.2863 -3.3633 -1.3886  -1.630
H9 1.2908 -3.1077 -0.5878  0.543
H10 2.5507 -2.1784 0.2517  0.492
H11 3.5270 -4.1826 -0.7004  0.435
H12 2.9838 -3.8171 -2.3347  0.262
H13 4.2114 -2.8093 -1.5499  0.304
C16 2.2427 -0.9564 -3.2754  -1.527
C17 2.8878 0.3244 -3.7616  -1.490
H14 1.4698 -1.2690 -3.9949  0.682
H15 2.9696 -1.7721 -3.2440  0.594
H16 3.0180 0.2810 -4.8499  0.399
H17 2.2784 1.2086 -3.5388  0.231
H18 3.8755 0.4637 -3.3120  0.337
C18 2.8471 0.1448 -0.6785  -0.708
C19 4.3127 -0.2644 -0.5982  -1.741
H19 2.4519 0.1990 0.3445  0.107
H20 2.7683 1.1477 -1.1049  0.543
H21 4.9109 0.5754 -0.2175  0.448
H22 4.4853 -1.0932 0.0948  0.363
H23 4.7528 -0.5491 -1.5587  0.284
Br1 -0.9579 -1.5819 0.5627  -0.459
P2 -2.2336 -2.6347 -3.3720  -0.198
C20 -0.5838 -3.2934 -3.0240  1.337
C21 -0.3865 -4.7111 -3.6074  -1.361
H24 -0.3948 -3.2908 -1.9307  -0.112
H25 0.1550 -2.6142 -3.4758  -0.603
H26 0.6759 -4.9298 -3.7846  0.384
H27 -0.7762 -5.4687 -2.9204  0.391
H28 -0.9280 -4.8329 -4.5532  0.361
C22 -3.2651 -2.2141 -1.9015  1.619
C23 -4.4216 -3.1773 -1.6196  -1.369
H29 -3.6731 -1.2091 -2.0675  0.075
H30 -2.6009 -2.1820 -1.0149  -0.997
H31 -4.6686 -3.1725 -0.5478  0.408
H32 -5.3248 -2.8769 -2.1623  0.357
H33 -4.1572 -4.1942 -1.9129  0.337
C24 -2.3236 -1.3799 -4.6264  0.520
C25 -2.9889 -1.9459 -5.8843  -1.446
H34 -1.2774 -0.9899 -4.8902  -0.219
H35 -2.9725 -0.5787 -4.2460  0.451
H36 -3.3628 -1.1127 -6.4853  0.407
H37 -2.2434 -2.4860 -6.4716  0.413
H38 -3.8178 -2.6197 -5.6502  0.365
C26 -0.9761 -0.6382 3.9092  -0.622
N2 -0.0613 0.5193 3.6942  0.112
C27 1.2866 0.2334 4.2657  -0.794
C28 0.0481 0.9481 2.2370  -1.047
C29 -1.2857 1.2331 1.6182  0.373
C30 -2.1653 2.0714 2.2977  -0.824
C31 -3.5045 2.2213 1.8501  -1.021
C32 -3.9173 1.4913 0.7239  -0.842
C33 -3.0132 0.7400 -0.0044  -0.860
C34 -1.6220 0.7789 0.2650  0.563
H39 -0.5981 -1.4816 3.3187  0.274
H40 -1.9869 -0.3740 3.5917  0.287
H41 -0.9609 -0.8808 4.9832  0.406
H42 -0.4523 1.3179 4.2102  0.420
H43 1.6858 -0.6594 3.7629  0.347
H44 1.9399 1.0991 4.0738  0.334
H45 1.1868 0.0557 5.3508  0.364
H46 0.6787 1.8542 2.2043  0.529
H47 0.5757 0.1278 1.7271  0.081
H48 -1.8380 2.6837 3.1589  0.401
H49 -4.1853 2.9333 2.3600  0.410
H50 -4.9686 1.5683 0.4106  0.474
H51 -3.3640 0.2227 -0.8885  0.175

Calculated values
* charge: +2
* Kohn-Sham gap (alpha / beta): 5.9 / 4.5 eV
* M: 688.3 g/mol
* multiplicity: 3
* energy above the lowest of the compared OMol25 structures with the same formula, charge and spin: 671.8 kJ/mol


(3)
The following is a DFT calculation (ωB97M-V/def2-TZVPD) of a 2-piece molecular cluster, C5H14N2O overall at a distorted geometry.

Last column: Mulliken charge in e.
Geometry (Å):
C1 0.0240 -2.0420 2.1352  -1.543
C2 -0.1044 -1.7505 0.6512  0.346
C3 -1.0505 -0.5229 0.4657  -0.637
C4 -0.6828 0.3443 -0.7088  -0.440
C5 -0.9808 1.6420 -0.7822  -0.219
N1 -0.8283 2.5172 -1.8222  -0.460
N2 1.2415 -1.5889 0.1392  -0.663
H1 -0.9355 -2.3449 2.5643  0.373
H2 0.2159 -1.0998 2.6606  0.391
H3 0.7225 -2.8021 2.4681  0.369
H4 -0.5226 -2.6238 0.1472  0.267
H5 -2.0614 -0.8541 0.2581  0.286
H6 -1.0255 0.0747 1.3765  0.294
H7 -0.3975 -0.1466 -1.6380  0.435
H8 -1.3383 2.1386 0.1163  0.269
H9 -0.5431 2.3692 -2.7743  0.227
H10 -0.9697 3.5036 -1.6955  0.166
H11 1.7301 -0.9365 0.7478  0.289
H12 1.2605 -1.2229 -0.8025  0.281
H13 1.5965 2.1869 -1.6753  0.315
H14 2.2949 1.1467 -0.7161  0.315
O1 2.3546 2.0116 -1.1155  -0.663

Calculated values
* charge: 0
* Kohn-Sham gap: 9.0 eV
* M: 118.2 g/mol
* multiplicity: 1
* energy above the lowest of the compared OMol25 structures with the same formula, charge and spin: 201.2 kJ/mol


(4)
The following is a DFT calculation (ωB97M-V/def2-TZVPD) of a 2-piece molecular cluster, C6H12IN5O overall at a distorted geometry.

Last column: Mulliken charge in e.
Geometry (Å):
C1 -0.0789 0.0459 -0.6283  0.281
C2 -1.1533 1.0413 -0.8358  0.026
C3 -0.7461 -1.0225 -0.0912  0.048
C4 2.1338 0.2603 1.2830  -1.058
C5 -2.9914 -1.5911 0.6715  -1.003
C6 2.2320 0.3827 -0.2076  -0.184
N1 -2.3017 0.5794 -0.3383  -1.256
N2 -2.0455 -0.6472 0.0559  0.965
N3 -0.9194 2.2206 -1.5216  -0.383
N4 -0.2903 -2.1596 0.4978  -0.458
N5 1.2737 0.1344 -1.0926  -0.123
O1 3.5218 0.3999 -0.5981  -0.547
I1 2.0405 3.4986 -0.0565  0.072
H1 2.2670 -0.7522 1.6844  0.288
H2 1.1751 0.5209 1.5505  0.426
H3 2.6502 0.9524 1.8408  0.450
H4 -3.9429 -1.0954 0.4588  0.343
H5 -3.0595 -2.5665 -0.0264  0.309
H6 -2.7857 -1.9119 1.8231  0.272
H7 -0.0204 2.6779 -1.5784  0.081
H8 -1.7102 2.8457 -1.3786  0.272
H9 -0.9604 -2.7335 0.9403  0.215
H10 0.2481 -2.7533 -0.1058  0.238
H11 1.3953 0.5238 -2.0249  0.337
H12 4.0683 1.1492 -0.3220  0.390

Calculated values
* charge: 0
* Kohn-Sham gap (alpha / beta): 5.8 / 4.5 eV
* M: 297.1 g/mol
* multiplicity: 3
* energy above the lowest of the compared OMol25 structures with the same formula, charge and spin: 0.0 kJ/mol


(5)
The following is a DFT calculation (ωB97M-V/def2-TZVPD) of C22H15AsO5Sn as an isolated structure at a distorted geometry.

Last column: Mulliken charge in e.
Geometry (Å):
O1 0.0963 -3.1757 -3.2389  -0.112
C1 0.0223 -2.0336 -3.2867  0.171
Sn1 -0.3336 0.0827 -3.4096  1.328
O2 -2.6117 0.0827 -6.4297  -0.112
C2 -1.8779 0.0739 -5.5548  0.181
C3 2.1339 0.0844 -3.5806  0.166
O3 3.2559 0.0858 -3.7655  -0.059
C4 0.0149 2.1999 -3.2215  0.169
O4 0.0993 3.3413 -3.1548  -0.109
O5 -0.9411 -0.0106 -1.3416  -0.737
As1 -0.1770 -0.0273 0.2406  1.645
C5 -0.7365 1.6822 0.8260  0.499
C6 -2.1057 2.0167 0.8032  -0.557
C7 -2.5156 3.2543 1.3299  -0.691
C8 -1.5653 4.1609 1.8695  -0.536
C9 -0.1918 3.8037 1.8722  -0.695
C10 0.2268 2.5668 1.3485  -0.326
C11 -1.2178 -1.4383 0.9596  0.215
C12 -2.1290 -2.2134 0.2026  -0.301
C13 -2.8801 -3.2073 0.8559  -0.599
C14 -2.7379 -3.4313 2.2485  -0.560
C15 -1.8194 -2.6350 2.9875  -0.752
C16 -1.0692 -1.6425 2.3411  -0.401
C17 1.7343 -0.3444 0.1224  0.395
C18 2.2261 -1.4836 0.7810  -0.534
C19 3.6101 -1.7004 0.8617  -0.668
C20 4.5201 -0.7747 0.2761  -0.649
C21 4.0035 0.3684 -0.3914  -0.824
C22 2.6190 0.5950 -0.4676  -0.482
H1 -2.8349 1.3332 0.3958  0.443
H2 -3.5556 3.5237 1.3287  0.434
H3 -1.8778 5.1045 2.2701  0.451
H4 0.5327 4.4802 2.2780  0.450
H5 1.2678 2.2954 1.3576  0.435
H6 -2.2456 -2.0485 -0.8520  0.384
H7 -3.5748 -3.8057 0.2948  0.424
H8 -3.3136 -4.1869 2.7412  0.451
H9 -1.7069 -2.7974 4.0421  0.432
H10 -0.3708 -1.0358 2.9088  0.439
H11 1.5392 -2.1843 1.2377  0.436
H12 3.9926 -2.5620 1.3716  0.464
H13 5.5706 -0.9377 0.3393  0.476
H14 4.6828 1.0737 -0.8317  0.494
H15 2.2414 1.4671 -0.9654  0.722

Calculated values
* charge: +2
* Kohn-Sham gap: 6.8 eV
* M: 553.0 g/mol
* multiplicity: 1


(6)
The following is a DFT calculation (ωB97M-V/def2-TZVPD) of C26H38CrN5O5S3Se2 as an isolated structure.

Last column: Mulliken charge in e.
Geometry (Å):
Cr1 -0.0923 1.5821 1.2124  1.335
O1 -3.2265 1.7208 -1.8251  -0.524
C1 -2.7297 1.6563 -0.6152  0.299
O2 -1.5543 1.9111 -0.3837  -0.155
C2 -3.7438 1.2499 0.4159  -0.541
O3 -3.2108 1.5139 1.6731  -0.349
C3 -3.2941 0.4713 2.6394  -0.700
C4 -1.9404 -0.2174 2.7758  0.543
O4 -1.8609 -1.3828 3.0689  -0.605
O5 -0.9037 0.5948 2.6352  0.080
H1 -2.5429 1.9784 -2.4627  0.407
H2 -3.9756 0.1915 0.2567  0.372
H3 -4.6596 1.8214 0.2436  0.509
H4 -4.0603 -0.2637 2.3973  0.343
H5 -3.5363 0.9354 3.5955  0.305
Se1 -0.0359 3.0097 4.5996  0.110
Se2 1.9188 3.5693 3.5325  0.047
C5 2.4561 1.8056 2.9825  -0.146
C6 3.6671 1.3490 3.4733  -0.679
C7 4.0665 0.0491 3.2147  -0.797
C8 3.2148 -0.7673 2.4929  -0.600
C9 2.0407 -0.2378 2.0055  -0.935
N1 1.6652 1.0414 2.2001  0.891
C10 -1.2063 3.6204 3.2029  0.253
C11 -2.2880 4.4056 3.5641  -0.876
C12 -2.9640 5.1120 2.5874  -0.408
C13 -2.4892 5.0679 1.2842  -1.151
C14 -1.4406 4.2279 0.9925  -0.218
N2 -0.8447 3.4479 1.9182  0.703
H6 4.2645 2.0106 4.0846  0.504
H7 5.0045 -0.3264 3.6046  0.482
H8 3.4480 -1.8075 2.3091  0.539
H9 1.3481 -0.8514 1.4511  0.767
H10 -2.5507 4.4903 4.6103  0.475
H11 -3.8052 5.7427 2.8458  0.482
H12 -2.9249 5.6766 0.5040  0.509
H13 -1.0559 4.1616 -0.0131  0.407
S1 1.2550 3.0017 -0.3644  -0.467
C15 2.6043 2.3929 -1.1591  0.485
N3 3.2457 3.0937 -2.0747  -0.227
C16 4.2914 2.4192 -2.8430  -0.613
C17 4.7629 1.2568 -1.9737  -0.691
S2 3.3495 0.8565 -0.8839  0.134
H14 2.9008 4.0022 -2.3502  0.273
H15 5.1061 3.1079 -3.0530  0.373
H16 3.8816 2.0680 -3.7899  0.291
H17 5.6088 1.5215 -1.3449  0.433
H18 5.0103 0.3785 -2.5622  0.391
C18 0.0089 -3.3720 -4.3818  -0.979
C19 0.0371 -1.9134 -4.8510  -0.732
C20 -0.2935 -0.8736 -3.7729  -0.421
C21 0.8411 -0.5294 -2.8098  -0.419
N4 1.1636 -1.6019 -1.8640  -0.098
C22 0.5004 -1.8468 -0.7244  -0.763
S3 -0.6115 -0.7162 -0.0453  0.355
N5 0.7017 -3.0206 -0.1394  -0.022
C23 0.0844 -3.5261 1.0990  -0.058
C24 -0.5263 -4.9017 0.8576  -1.076
C25 -1.6622 -4.8847 -0.1660  0.000
C26 -2.8898 -4.1154 0.3219  -0.887
H19 0.0448 -4.0486 -5.2357  0.414
H20 -0.9096 -3.5845 -3.8286  0.226
H21 0.8593 -3.6326 -3.7452  0.231
H22 -0.6940 -1.8043 -5.6531  0.359
H23 1.0127 -1.6835 -5.2910  0.272
H24 -1.1567 -1.2091 -3.1885  0.161
H25 -0.5837 0.0601 -4.2654  0.441
H26 0.5809 0.3496 -2.2250  -0.272
H27 1.7547 -0.3095 -3.3668  0.539
H28 1.6605 -2.3854 -2.2623  0.331
H29 1.2360 -3.7093 -0.6539  0.293
H30 -0.6653 -2.8161 1.4310  -0.041
H31 0.8514 -3.5825 1.8743  0.231
H32 -0.9049 -5.2650 1.8147  0.435
H33 0.2574 -5.6001 0.5422  0.370
H34 -1.9425 -5.9161 -0.3839  0.367
H35 -1.3097 -4.4535 -1.1092  -0.058
H36 -3.2427 -4.5190 1.2737  0.333
H37 -3.7057 -4.1940 -0.3978  0.407
H38 -2.6710 -3.0538 0.4717  0.003

Calculated values
* charge: +2
* Kohn-Sham gap (alpha / beta): 7.2 / 8.0 eV
* M: 806.7 g/mol
* multiplicity: 4
* energy above the lowest of the compared OMol25 structures with the same formula, charge and spin: 0.0 kJ/mol